# 1
C29H55NO24 | ωB97M-V/def2-TZVPD

Element x y z (Å)
C 3.069728 -7.483593 -17.289053
C 2.149678 -7.084714 -16.198574
C 0.783707 -7.829020 -16.115307
O 0.569196 -7.789005 -14.719263
C 1.692079 -7.478917 -14.096896
O 1.918549 -7.559255 -12.905585
O 2.690432 -7.136791 -14.908324
H 4.095629 -7.043488 -17.153836
H 2.642975 -7.173449 -18.294208
H 3.119528 -8.552860 -17.290615
H 1.851225 -6.159350 -16.331653
H 0.624891 -8.912013 -16.357700
H 0.045153 -7.135305 -16.465030
C -5.622433 -0.043695 -20.853051
O -4.965779 -1.330306 -20.842174
C -3.711563 -1.440510 -21.340270
O -2.959321 -0.257521 -21.443850
O -3.221512 -2.746870 -21.615915
C -1.948544 -2.996435 -22.093545
H -5.030017 0.570515 -20.115842
H -6.589691 -0.092112 -20.465916
H -5.742730 0.478492 -21.720433
H -1.746914 -2.194995 -22.876486
H -1.996005 -4.031113 -22.552055
H -1.146533 -2.833550 -21.318001
C -1.432023 -10.512712 -18.545875
O -2.616159 -9.801631 -19.023818
C -2.349443 -8.554069 -19.445207
O -1.005662 -8.203552 -19.526455
O -3.396132 -7.855122 -19.775605
C -3.041698 -6.599241 -20.303399
H -0.830387 -10.017974 -17.821495
H -0.835645 -10.638738 -19.468717
H -1.570603 -11.472062 -18.296738
H -2.631062 -5.942915 -19.500218
H -3.972142 -5.996177 -20.592866
H -2.230933 -6.645551 -21.101691
C -0.091317 -5.051141 -18.753804
O 1.025585 -4.248987 -18.777636
C 1.735266 -4.128804 -19.945024
O 1.098287 -4.534094 -21.217421
O 2.881370 -3.471452 -19.992867
C 3.602122 -3.584709 -21.176671
H -0.775539 -4.720097 -19.580670
H -0.696566 -4.897579 -17.892736
H 0.142245 -6.103866 -18.823417
H 4.404806 -2.883023 -21.161066
H 2.897365 -3.422197 -22.017693
H 3.922621 -4.594601 -21.105415
C -6.887409 -3.576977 -21.170672
O -7.671105 -4.438536 -20.344484
C -7.344112 -5.659533 -20.192006
O -6.505031 -6.299672 -21.141161
O -7.766560 -6.177990 -18.998926
C -7.581691 -7.658501 -18.831634
H -6.882144 -3.864729 -22.241730
H -5.862535 -3.566322 -20.772645
H -7.347461 -2.504087 -21.002481
H -6.609663 -7.889809 -19.313383
H -8.250683 -8.288431 -19.501947
H -7.608897 -7.990911 -17.784563
C 1.109027 -13.917600 -15.052423
O 1.701470 -13.795119 -16.307624
C 1.417598 -12.756192 -17.026031
O 0.612574 -11.705779 -16.543331
O 2.072583 -12.772246 -18.172134
C 2.169078 -11.631138 -19.029739
H 0.323821 -14.644889 -15.098900
H 0.693244 -13.025353 -14.490442
H 1.834691 -14.357539 -14.465803
H 3.151069 -11.182110 -19.110352
H 1.677101 -10.838884 -18.596862
H 1.695642 -12.016624 -19.908262
C -9.993280 -11.227996 -16.119457
O -8.929165 -10.544705 -16.821055
C -8.146655 -11.146747 -17.672777
O -8.373917 -12.455734 -18.049410
O -7.112184 -10.391823 -17.981779
C -6.265497 -10.956944 -19.003842
H -10.169241 -10.859000 -15.067979
H -9.992636 -12.298168 -16.210747
H -10.860357 -10.959788 -16.755954
H -6.821815 -11.254533 -19.955670
H -5.779037 -11.877269 -18.685447
H -5.405794 -10.243973 -19.187431
C -3.114039 -14.256050 -16.684299
O -2.490540 -13.099426 -16.249417
C -3.100565 -11.884247 -16.145628
O -4.464098 -11.509812 -16.208208
O -2.252983 -10.953392 -15.906081
C -2.783739 -9.620276 -15.668545
H -4.199842 -14.434347 -16.616771
H -2.515662 -15.042620 -16.301134
H -2.923398 -14.233394 -17.773024
H -3.509012 -9.595431 -14.838323
H -3.232626 -9.373845 -16.602554
H -2.018958 -8.911274 -15.398940
C -4.688543 -2.663560 -17.463391
C -5.559225 -3.690892 -16.911571
C -5.096453 -5.108787 -17.215369
C -3.803658 -5.631012 -16.721914
N -2.768186 -5.954966 -16.263014
H -4.769619 -2.891561 -18.538460
H -3.586857 -2.767007 -17.282206
H -5.008355 -1.600140 -17.231952
H -6.616951 -3.532082 -17.195413
H -5.519774 -3.677081 -15.817021
H -4.999060 -5.216834 -18.303425
H -5.895877 -5.785772 -16.948880

Forces on the atoms, in the same order (eV/Å):
C 0.75 0.49 -1.18
C -0.13 -3.52 -0.86
C 0.23 -0.40 0.47
O -0.26 0.05 1.33
C 1.57 -0.72 3.78
O -1.21 0.18 -1.27
O 0.18 -0.48 -0.60
H -1.03 -0.39 -0.20
H 0.52 -0.23 1.18
H 0.45 -0.76 -0.15
H -1.13 4.99 -0.79
H 0.59 1.03 -0.65
H -0.66 -0.33 -1.11
C 2.95 0.42 3.69
O 0.91 -1.84 -1.78
C 4.98 5.93 -0.36
O -4.15 -7.72 0.12
O -4.80 3.23 2.29
C 2.26 1.36 -1.63
H -0.63 -0.26 -0.99
H -1.51 -1.16 0.89
H 0.62 0.78 -2.94
H 0.08 -1.26 0.61
H 0.36 1.31 0.75
H -0.89 -0.67 -0.65
C 1.48 2.57 -3.76
O -0.35 1.01 0.64
C 8.07 -0.73 0.31
O -7.73 -0.82 0.23
O 0.33 -0.72 0.09
C 0.19 3.46 -0.61
H -0.08 0.65 0.50
H 0.23 0.41 0.48
H -1.85 -3.24 1.41
H 0.06 -0.79 -0.29
H 1.05 -1.63 -0.15
H -1.35 -0.19 0.90
C -2.52 -0.52 -2.21
O 4.61 1.93 -1.30
C -5.33 -1.68 -6.86
O 3.79 1.93 7.66
O -2.71 -0.19 3.61
C -0.95 -0.28 -1.66
H 0.74 -0.75 0.35
H 0.22 0.46 1.26
H 0.05 -0.25 -0.35
H 0.46 0.44 0.19
H 0.76 -0.21 0.31
H 0.87 -0.85 -1.00
C -0.11 2.05 -0.13
O -1.13 1.01 0.74
C 5.25 -5.21 -3.74
O -4.87 3.23 5.80
O 0.11 -0.68 -1.77
C 0.80 -0.42 -2.17
H -0.19 0.05 0.80
H -0.39 -0.06 -0.33
H 0.86 -2.34 -0.48
H -0.22 0.23 0.75
H 0.08 1.28 1.09
H -0.23 0.80 -0.46
C -2.07 0.80 1.60
O 0.17 0.38 -1.20
C -3.61 6.91 2.29
O 4.57 -5.83 -3.26
O 0.43 -0.68 1.19
C -0.10 -0.91 0.19
H -0.69 -0.32 -0.31
H 0.78 -0.57 -1.49
H 1.68 -0.80 1.37
H 0.74 -1.10 -0.32
H -2.02 1.64 0.83
H 0.18 0.61 -0.96
C -1.76 0.78 -1.11
O 0.39 0.69 1.11
C -1.27 -7.84 -0.87
O 1.53 7.45 1.56
O -0.43 -0.73 -0.82
C 1.16 -0.25 -1.54
H 0.84 -0.21 -1.33
H 0.89 -0.45 0.22
H -0.01 0.01 0.79
H 0.46 0.91 1.34
H -0.30 0.02 0.54
H -1.40 -0.48 0.16
C -0.78 -0.50 -2.91
O -0.74 3.65 1.43
C -7.53 1.20 -0.09
O 7.42 -3.49 -0.09
O 1.34 0.35 1.11
C -0.67 -0.37 0.43
H 0.44 0.70 0.86
H 0.15 -0.89 0.60
H -0.23 -0.48 0.15
H 0.13 -0.43 -0.58
H -0.64 0.67 -0.38
H 0.85 -0.34 -0.18
C 1.39 1.72 -1.77
C -0.24 -1.08 2.90
C -0.12 -0.76 -1.65
C 2.30 0.14 1.90
N -2.84 0.69 -1.54
H 0.18 1.00 -0.19
H -0.99 -0.02 0.42
H 0.37 -1.31 -0.40
H 0.57 -0.40 -0.07
H -0.40 0.39 0.15
H -0.15 -0.06 -0.13
H -0.02 -0.43 0.24

Output
LUMO level: 0.41 eV
Relative energy (zero: lowest compared OMol25 entry of this formula, charge and spin): 127.6 kJ/mol
SMILES string: C[C@H]1COC(=O)O1.COC(=O)OC.COC(=O)OC.COC(=O)OC.COC(=O)OC.COC(=O)OC.COC(=O)OC.COC(=O)OC.CCCC#N
HOMO level: -0.366 Eh

Atom charges from the Löwdin analysis, given in e for atoms 1 to 99: -0.0024, -0.3435, -0.0535, 0.0714, -0.5776, 0.1271, 0.1256, 0.1095, 0.1083, 0.0663, 0.0944, 0.1408, 0.1044, -0.0185, -0.0661, -0.3104, -0.0552, -0.0736, -0.0906, 0.1235, 0.0680, 0.0679, 0.1128, 0.1185, 0.0990, -0.0308, 0.0074, -0.4428, -0.0592, 0.0289, -0.0637, 0.0637, 0.1094, 0.0430, 0.0708, 0.1032, 0.1277, -0.0961, -0.0082, -0.3083, -0.1269, 0.0026, -0.0459, 0.0906, 0.0691, 0.0765, 0.0933, 0.1080, 0.0942, -0.0204, 0.0031, -0.4549, -0.0809, -0.0277, -0.0102, 0.1109, 0.0725, 0.1293, 0.0765, 0.1204, 0.0889, -0.0451, 0.0450, -0.4256, -0.0662, 0.0209, -0.0010, 0.0879, 0.1323, 0.0688, 0.1023, 0.0442, 0.1025, -0.0174, -0.0046, -0.4876, -0.0486, -0.0231, -0.0407, 0.1129, 0.0781, 0.1003, 0.1230, 0.0776, 0.0992, -0.0641, -0.0161, -0.4241, -0.0664, -0.0141, 0.0088, 0.1118, 0.0784, 0.1026, 0.1143, 0.0725, 0.0790, -0.1194, -0.2857

***

# 2
C5H7NO | ωB97M-V/def2-TZVPD

Element x y z (Å)
C -1.026072 -0.284948 -0.780747
C -0.086156 -1.191611 -1.050748
N 1.054877 -1.503260 -0.313675
C 1.626224 -0.706145 0.498396
O 1.302665 0.534127 0.953565
C 0.259841 1.306889 0.385013
C -1.193118 0.352507 0.505427
H -1.626578 0.153668 -1.571372
H -0.323625 -1.831130 -1.884749
H 2.569321 -1.011739 0.959853
H 0.149653 2.191997 0.994385
H 0.619020 1.625359 -0.631758
H -1.046386 -0.293645 1.390026
H -2.278875 0.651317 0.538699

Forces on the atoms, in the same order (eV/Å):
C -0.38 -0.94 -0.30
C -0.41 -0.16 -0.33
N 0.04 0.18 0.30
C -0.26 -0.18 -0.06
O -0.09 -0.15 0.07
C -1.37 -0.14 0.55
C 1.48 1.15 -0.15
H -0.40 -0.82 -0.17
H 0.82 0.01 -0.61
H -0.33 0.09 -0.01
H 0.30 0.19 0.29
H -1.20 -0.57 0.67
H 0.32 0.23 -0.54
H 1.47 1.10 0.30

Output
LUMO level: 0.84 eV
Relative energy (zero: lowest compared OMol25 entry of this formula, charge and spin): 276.4 kJ/mol
SMILES string: C1=CN=COCC1
HOMO level: -0.305 Eh

Here is what natural (NBO) gives for the atomic charges, in e: -0.2160, -0.0687, -0.5159, 0.4087, -0.5023, -0.0518, -0.4750, 0.2067, 0.1989, 0.1730, 0.1928, 0.1906, 0.2249, 0.2344

***

# 3
C19H35BaN3O3S | ωB97M-V/def2-TZVPD

Element x y z (Å)
Ba 1.354537 0.212658 -1.040435
C -0.016363 0.801558 1.564765
C -1.000263 0.976258 0.478665
C -1.864063 -0.191042 0.582365
C -1.412363 -0.943342 1.650365
C -0.304763 -0.339442 2.273665
C 0.463037 -0.923042 3.434465
C 1.488037 0.076158 3.977965
C 1.193637 -2.184842 2.952065
C -0.509263 -1.287942 4.564865
C -3.009363 -0.693242 -0.294535
C -2.633363 -0.693942 -1.783935
C -4.315963 0.089958 -0.072135
C -3.340363 -2.159642 0.045865
C -1.429163 2.425658 0.209365
C -1.990963 2.687958 -1.192635
C -0.279663 3.428758 0.398065
C -2.483963 2.778358 1.276665
H 0.621137 1.596158 1.913465
H -1.830263 -1.874042 1.986765
H 2.222537 0.337458 3.217965
H 2.014537 -0.352542 4.827365
H 0.992537 0.984358 4.310865
H 1.912937 -1.928542 2.169765
H 0.481837 -2.899542 2.546265
H 1.728637 -2.660842 3.771865
H -1.092663 -0.415342 4.852965
H 0.041037 -1.643642 5.434265
H -1.195663 -2.068742 4.249865
H -2.350063 0.287958 -2.144335
H -3.482563 -1.039442 -2.372235
H -1.799763 -1.380842 -1.950435
H -4.272663 1.097658 -0.472535
H -4.537563 0.147658 0.992765
H -5.134963 -0.431242 -0.566735
H -2.456263 -2.788542 -0.041435
H -4.091463 -2.532942 -0.649435
H -3.745863 -2.249642 1.050265
H -1.239763 2.454958 -1.954035
H -2.259263 3.740358 -1.281035
H -2.883163 2.105358 -1.388635
H 0.582137 3.180958 -0.228835
H 0.040737 3.482858 1.433065
H -0.625463 4.420858 0.117965
H -3.359163 2.148358 1.187165
H -2.787963 3.818858 1.182365
H -2.064163 2.620858 2.267065
C 5.056437 -0.571542 -4.998735
N 4.873537 -0.023442 -3.675335
C 4.761137 -0.744642 -2.559435
N 4.893337 -2.079642 -2.604035
S 4.610337 0.029458 -1.080735
H 5.086937 0.249758 -5.705035
H 4.208837 -1.209042 -5.260435
H 5.995537 -1.128642 -5.057835
H 4.750037 0.971958 -3.569335
H 4.803937 -2.565942 -3.478935
H 4.692137 -2.587042 -1.756335
O 1.617337 -1.423642 -2.508635
N 1.727937 -0.643342 -3.448035
O 2.215437 -1.009142 -4.483835
O 1.368337 0.515258 -3.301135

Forces on the atoms, in the same order (eV/Å):
Ba -0.75 2.61 6.69
C -1.17 0.89 -0.80
C 0.42 -0.08 1.09
C 0.31 0.45 -0.55
C 0.24 -0.52 0.41
C 0.36 -0.38 0.00
C 0.02 0.04 -0.02
C -0.19 -0.20 -0.11
C -0.06 0.14 0.16
C 0.19 0.05 -0.17
C -0.14 -0.10 0.00
C 0.00 0.05 0.24
C 0.20 -0.11 -0.12
C 0.05 0.21 -0.08
C -0.20 -0.04 0.01
C 0.06 -0.05 0.28
C -0.13 -0.29 -0.03
C 0.14 0.12 -0.29
H 0.30 0.04 -0.01
H -0.06 -0.28 -0.08
H 0.09 0.06 -0.07
H 0.11 -0.07 0.11
H -0.04 0.16 0.03
H 0.03 -0.02 -0.01
H -0.05 -0.09 -0.08
H 0.14 -0.10 0.11
H -0.05 0.05 0.05
H 0.04 -0.08 0.13
H -0.13 -0.09 -0.02
H 0.07 0.14 -0.05
H -0.04 -0.06 -0.15
H 0.04 -0.05 -0.05
H -0.04 0.10 0.01
H -0.04 0.01 0.05
H -0.14 0.00 -0.06
H 0.05 -0.07 0.05
H -0.09 -0.01 -0.07
H -0.01 -0.06 0.12
H -0.06 0.02 -0.10
H -0.02 0.10 -0.12
H -0.03 -0.06 -0.11
H 0.13 0.07 -0.05
H 0.13 -0.03 0.09
H 0.03 0.14 -0.11
H -0.15 -0.06 -0.03
H -0.13 0.24 0.04
H 0.06 -0.01 0.12
C 0.01 -0.27 -0.13
N -0.14 -0.15 -0.03
C 0.48 0.09 -0.04
N -0.14 0.06 -0.39
S -0.30 0.44 0.83
H 0.05 0.03 -0.08
H 0.22 0.01 -0.09
H -0.04 0.04 -0.05
H 0.06 -0.17 0.11
H -0.02 -0.12 -0.08
H 0.05 0.12 -0.12
O -0.21 -3.99 0.00
N 1.10 -1.23 -3.47
O 0.33 -0.42 -1.11
O -0.96 2.77 -1.82

Output
LUMO level: -0.09 eV
Relative energy (zero: lowest compared OMol25 entry of this formula, charge and spin): 51.5 kJ/mol
HOMO level: -0.238 Eh

Here is what Löwdin gives for the atomic charges, in e: 1.9770, -0.2133, -0.3371, -0.1795, -0.0396, -0.2495, -0.5635, -0.0598, -0.0463, -0.0475, -0.5288, -0.0449, -0.0505, -0.0770, -0.5604, -0.0537, -0.0717, -0.0305, 0.0808, 0.0942, 0.0762, 0.0799, 0.0862, 0.0761, 0.0786, 0.0794, 0.0882, 0.0781, 0.0746, 0.0539, 0.0842, 0.0799, 0.0567, 0.0895, 0.0800, 0.0836, 0.0802, 0.0822, 0.0783, 0.0831, 0.0509, 0.0613, 0.0759, 0.0829, 0.0589, 0.0819, 0.0924, -0.0692, -0.0475, -0.9624, 0.1276, 0.5253, 0.0952, 0.0682, 0.0943, 0.1264, 0.1034, 0.1037, -0.3368, -0.6898, 0.0636, -0.2737

***

| no. | orbital gap (eV) |
| --- | --- |
| 1 | 10.367 |
| 2 | 9.143 |
| 3 | 6.396 |